Entry 1:
Molecular formula: C29H25N4O5Pt
Method: DFT, ωB97M-V/def2-TZVPD

Cartesian coordinates (Å):
1 Pt -0.04425 2.47794 -0.28770
2 O -6.21644 3.18630 0.16471
3 C -4.85984 3.06825 0.08410
4 C -4.03052 3.39317 1.14733
5 C -2.66705 3.23291 0.99472
6 N -2.15033 2.79986 -0.15673
7 C -2.94138 2.47194 -1.18112
8 C -4.31518 2.59178 -1.09952
9 C -2.25988 1.91184 -2.43930
10 O -2.99800 1.57914 -3.36835
11 O -0.99700 1.84968 -2.38535
12 C -1.70349 3.47957 2.17550
13 O -2.22393 3.90808 3.20870
14 O -0.49285 3.18247 1.96830
15 H -6.44186 3.52496 1.03758
16 H -4.39645 3.74861 2.10288
17 H -4.92119 2.30546 -1.94616
18 C 0.71912 -4.07296 2.32797
19 C 1.54481 -3.98385 1.07668
20 C 2.28742 -5.06657 0.62769
21 C 3.05809 -4.99643 -0.52477
22 C 3.06822 -3.82151 -1.25902
23 C 2.32177 -2.72981 -0.84204
24 C 1.57608 -2.79770 0.33169
25 N 0.80765 -1.71514 0.79761
26 C 0.93707 -0.38908 0.39291
27 N 2.21276 0.05461 0.33868
28 C 2.76839 1.27493 -0.14857
29 C 1.98457 2.38597 -0.46323
30 C 2.68557 3.50773 -0.93320
31 C 4.06346 3.53485 -1.05887
32 C 4.80390 2.41183 -0.71705
33 C 4.17023 1.26727 -0.26349
34 C 4.98952 0.05560 0.10204
35 N -0.09711 0.34126 0.17935
36 C -1.39791 -0.22637 0.25214
37 C -2.14711 0.01966 1.39912
38 C -3.45382 -0.43351 1.48975
39 C -4.00817 -1.13699 0.42957
40 C -3.24872 -1.38995 -0.70390
41 C -1.93388 -0.94905 -0.81865
42 C -1.12905 -1.21077 -2.05961
43 H 0.89354 -5.02031 2.83557
44 H -0.35175 -4.00758 2.11350
45 H 0.95652 -3.25913 3.01596
46 H 2.26542 -5.98400 1.20467
47 H 3.63533 -5.85229 -0.84800
48 H 3.64491 -3.75103 -2.17225
49 H 2.30248 -1.82751 -1.43872
50 H -0.12713 -1.93951 1.10734
51 H 2.88260 -0.61563 0.67304
52 H 2.12240 4.39333 -1.20314
53 H 4.56158 4.42725 -1.41926
54 H 5.88472 2.41580 -0.80497
55 H 6.04552 0.24954 -0.08109
56 H 4.71323 -0.82842 -0.48025
57 H 4.89108 -0.20671 1.16128
58 H -1.69392 0.60139 2.19288
59 H -4.03860 -0.21629 2.37443
60 H -5.03500 -1.47723 0.47747
61 H -3.68965 -1.92091 -1.53951
62 H -1.77484 -1.58232 -2.85448
63 H -0.34894 -1.95675 -1.87961
64 H -0.66274 -0.28769 -2.40728

Calculated values
LUMO level (alpha / beta): 2.3 / 2.3 eV
Total charge: -1
Highest occupied orbital energy (alpha / beta): -3.83 / -4.94 eV
Relative energy (zero: lowest compared OMol25 entry of this formula, charge and spin): 0.00 kJ/mol
Molar mass: 704.62 g mol⁻¹
Spin multiplicity: 3
Largest force on an atom: 0.0043 hartree/bohr

Charges computed using natural (NBO), reported in e:
1 Pt 1.093
2 O -0.665
3 C 0.336
4 C -0.320
5 C 0.143
6 N -0.530
7 C 0.137
8 C -0.284
9 C 0.735
10 O -0.700
11 O -0.759
12 C 0.732
13 O -0.707
14 O -0.743
15 H 0.477
16 H 0.243
17 H 0.255
18 C -0.634
19 C -0.072
20 C -0.188
21 C -0.239
22 C -0.204
23 C -0.270
24 C 0.230
25 N -0.657
26 C 0.645
27 N -0.605
28 C 0.175
29 C -0.333
30 C -0.233
31 C -0.239
32 C -0.229
33 C -0.079
34 C -0.642
35 N -0.592
36 C 0.190
37 C -0.254
38 C -0.222
39 C -0.226
40 C -0.198
41 C -0.035
42 C -0.661
43 H 0.215
44 H 0.217
45 H 0.229
46 H 0.203
47 H 0.209
48 H 0.213
49 H 0.234
50 H 0.417
51 H 0.404
52 H 0.206
53 H 0.198
54 H 0.191
55 H 0.219
56 H 0.210
57 H 0.204
58 H 0.240
59 H 0.212
60 H 0.206
61 H 0.208
62 H 0.218
63 H 0.200
64 H 0.279



Entry 2:
Molecular formula: C29H26AsF15MnNO6S4
Method: DFT, ωB97M-V/def2-TZVPD

Cartesian coordinates (Å):
1 Mn 0.32175 0.03745 -0.61991
2 S 1.34881 0.42297 -2.68292
3 C 2.22412 1.94464 -2.58488
4 C 2.44162 2.71677 -3.73195
5 C 3.15335 3.90256 -3.66417
6 C 3.66404 4.35347 -2.45188
7 C 3.45714 3.59843 -1.30605
8 C 2.74923 2.40542 -1.37153
9 As 2.38697 1.26050 0.14900
10 C 3.89785 0.03120 0.06002
11 C 4.13552 -0.82274 1.13623
12 C 5.13918 -1.77809 1.06007
13 C 5.90270 -1.89933 -0.09467
14 C 5.66313 -1.05528 -1.16913
15 C 4.66294 -0.09288 -1.09323
16 C 2.92792 2.46520 1.57803
17 C 4.21898 2.49742 2.09058
18 C 4.55080 3.40263 3.08954
19 C 3.59705 4.28431 3.57690
20 C 2.30897 4.26116 3.06085
21 C 1.97655 3.35351 2.06681
22 H 2.03882 2.37000 -4.67601
23 H 3.30551 4.48535 -4.56532
24 H 4.21570 5.28360 -2.39881
25 H 3.85012 3.94186 -0.35625
26 H 3.53373 -0.74166 2.03414
27 H 5.31875 -2.43382 1.90365
28 H 6.68162 -2.64977 -0.15553
29 H 6.25063 -1.14635 -2.07460
30 H 4.47339 0.55438 -1.94048
31 H 4.96858 1.81040 1.71976
32 H 5.55676 3.41366 3.49108
33 H 3.85534 4.98500 4.36135
34 H 1.55636 4.93940 3.44300
35 H 0.96410 3.32536 1.68158
36 F -2.70398 -1.81028 4.04416
37 C -2.54486 -0.99497 2.99875
38 F -2.59053 0.26431 3.43197
39 F -3.56033 -1.18199 2.15837
40 S -0.94111 -1.36601 2.15820
41 O -0.89341 -0.33695 1.13610
42 O -1.05799 -2.73367 1.77119
43 N 0.14633 -1.22626 3.27705
44 S 0.79451 0.12071 3.78319
45 O 2.22514 0.02857 3.78142
46 O 0.17250 1.32907 3.32191
47 C 0.37108 0.02990 5.57457
48 F 0.86683 1.10438 6.19665
49 F -0.94988 0.01049 5.76053
50 F 0.89193 -1.06033 6.13934
51 F -2.98456 -3.98060 -2.48315
52 C -1.80031 -3.40172 -2.20394
53 F -0.92581 -3.83239 -3.13414
54 F -1.38657 -3.88395 -1.03153
55 C -1.85623 -1.83176 -2.17654
56 O -0.77480 -1.38725 -1.55973
57 C -1.93311 -1.34272 -3.66634
58 F -2.78901 -2.05918 -4.42655
59 F -0.73964 -1.40536 -4.25160
60 F -2.34209 -0.06177 -3.72378
61 C -3.18554 -1.42923 -1.45466
62 F -3.14216 -0.14868 -1.06387
63 F -3.37553 -2.17081 -0.35861
64 F -4.28657 -1.56352 -2.22225
65 C -1.92017 2.36973 0.65572
66 S -0.66572 2.21790 -0.62538
67 C -1.64400 2.55091 -2.09640
68 H -2.32032 3.38318 0.64133
69 H -1.42619 2.17649 1.60699
70 H -2.71192 1.63957 0.51133
71 H -2.53022 1.92532 -2.11764
72 H -1.00951 2.30511 -2.94620
73 H -1.91382 3.60606 -2.12032
74 C 1.98708 -2.98374 -1.74351
75 C 1.70134 -2.70182 -0.30643
76 C 1.95405 -3.78052 0.70052
77 O 1.28572 -1.62262 0.07934
78 H 3.05669 -2.80158 -1.89529
79 H 1.41819 -2.31919 -2.38702
80 H 1.78291 -4.02895 -1.97677
81 H 2.84641 -4.35435 0.44883
82 H 1.08974 -4.45053 0.67009
83 H 2.02058 -3.35633 1.69981

Calculated values
LUMO level (alpha / beta): 2.5 / 2.5 eV
Total charge: -1
Highest occupied orbital energy (alpha / beta): -4.88 / -4.97 eV
Relative energy (zero: lowest compared OMol25 entry of this formula, charge and spin): 0.00 kJ/mol
Molar mass: 1027.63 g mol⁻¹
Spin multiplicity: 2
Largest force on an atom: 0.0034 hartree/bohr

Charges computed using Löwdin, reported in e:
1 Mn 0.111
2 S 0.693
3 C -0.687
4 C -0.125
5 C -0.105
6 C -0.105
7 C -0.094
8 C -0.407
9 As 1.327
10 C -0.351
11 C -0.113
12 C -0.087
13 C -0.102
14 C -0.092
15 C -0.091
16 C -0.371
17 C -0.100
18 C -0.087
19 C -0.094
20 C -0.078
21 C -0.120
22 H 0.095
23 H 0.094
24 H 0.091
25 H 0.096
26 H 0.085
27 H 0.103
28 H 0.095
29 H 0.099
30 H 0.096
31 H 0.100
32 H 0.098
33 H 0.095
34 H 0.102
35 H 0.082
36 F 0.135
37 C -0.668
38 F 0.135
39 F 0.140
40 S 0.616
41 O -0.362
42 O -0.244
43 N -0.270
44 S 0.583
45 O -0.279
46 O -0.285
47 C -0.678
48 F 0.130
49 F 0.130
50 F 0.133
51 F 0.149
52 C -0.532
53 F 0.149
54 F 0.164
55 C -0.327
56 O -0.191
57 C -0.538
58 F 0.144
59 F 0.139
60 F 0.145
61 C -0.526
62 F 0.142
63 F 0.164
64 F 0.150
65 C -0.342
66 S 0.803
67 C -0.343
68 H 0.046
69 H 0.015
70 H 0.035
71 H 0.028
72 H 0.024
73 H 0.040
74 C 0.002
75 C -0.432
76 C 0.005
77 O -0.077
78 H 0.096
79 H 0.039
80 H 0.092
81 H 0.086
82 H 0.097
83 H 0.088



Entry 3:
Molecular formula: C29H26BCl7N11O3Ta
Method: DFT, ωB97M-V/def2-TZVPD

Cartesian coordinates (Å):
1 Ta -0.54359 0.01422 -1.16293
2 C -1.17556 -2.91296 -3.40283
3 C -1.36533 -3.04505 -1.93012
4 C -1.80382 -4.19416 -1.28696
5 C -1.61644 -3.95496 0.05501
6 N -1.13793 -2.71960 0.22833
7 N -1.01300 -2.11827 -1.00383
8 B -0.41022 -2.33512 1.57826
9 N -1.38719 -1.84104 2.63003
10 C -2.59778 -2.37805 2.91371
11 C -2.92976 -2.03844 4.19751
12 C -1.81118 -1.31447 4.66879
13 C -1.57796 -0.76085 6.03543
14 N -0.90438 -1.17400 3.71518
15 N 0.76952 -1.34215 1.29348
16 C 1.81711 -1.27929 2.11796
17 C 2.87562 -0.67615 1.47035
18 C 2.40183 -0.38353 0.19839
19 C 3.17162 0.17773 -0.94878
20 N 1.10880 -0.75228 0.09905
21 N 0.23614 -3.62650 2.07644
22 C 1.28585 -4.29159 1.52894
23 C 1.33566 -5.53749 2.09175
24 C 0.23781 -5.56913 2.98557
25 C -0.19537 -6.67886 3.88483
26 N -0.42069 -4.42357 2.95774
27 H -0.65936 -3.80649 -3.75451
28 H -0.57714 -2.04812 -3.66423
29 H -2.13029 -2.85670 -3.92244
30 H -2.13989 -5.10490 -1.75042
31 H -1.73554 -4.61078 0.90453
32 H -3.12578 -2.98362 2.19556
33 H -3.81800 -2.31214 4.74211
34 H -1.35797 -1.56250 6.74190
35 H -2.45747 -0.23527 6.41148
36 H -0.73124 -0.07498 6.02932
37 H 1.75128 -1.70798 3.10345
38 H 3.86852 -0.50972 1.84975
39 H 4.12526 -0.34346 -1.02487
40 H 3.41178 1.23465 -0.81080
41 H 2.63871 0.04389 -1.88782
42 H 1.92342 -3.82981 0.79058
43 H 2.05897 -6.31338 1.90635
44 H 0.61142 -6.97626 4.55515
45 H -0.48705 -7.55986 3.31159
46 H -1.04411 -6.35722 4.48494
47 Cl -5.32879 2.67159 4.15873
48 C -4.00380 2.17769 3.23735
49 C -4.19863 1.22717 2.19300
50 Cl -5.75980 0.61960 1.87881
51 C -3.13063 0.81799 1.45447
52 Cl -3.29874 -0.31068 0.17902
53 C -1.79317 1.29045 1.73650
54 O -0.81318 0.92841 1.06701
55 C -1.63859 2.26438 2.79996
56 Cl -0.06717 2.83323 3.08540
57 C -2.72226 2.70719 3.51270
58 Cl -2.53345 3.88423 4.73614
59 N 0.74378 1.92171 -0.83308
60 N -0.02998 3.04534 -1.15600
61 C -1.35232 2.86524 -1.51581
62 O -2.05687 3.76544 -1.87055
63 O -1.72799 1.59396 -1.37490
64 H 1.03973 1.96108 0.14205
65 H 1.55129 1.86784 -1.44944
66 H 0.40682 3.94575 -1.26505
67 Cl -2.70797 -0.15082 -3.65210
68 C -1.40869 0.42091 -4.65863
69 C -1.67757 0.81614 -5.95346
70 C -0.64694 1.32388 -6.73036
71 C 0.63155 1.45056 -6.21219
72 C 0.88404 1.04157 -4.91558
73 Cl 2.47111 1.25010 -4.24812
74 C -0.11560 0.49335 -4.11228
75 N 0.08822 0.05106 -2.82087
76 H -2.68342 0.74352 -6.34149
77 H -0.84786 1.64072 -7.74412
78 H 1.43242 1.86983 -6.80434

Calculated values
LUMO level (alpha / beta): -3.2 / -5.8 eV
Total charge: +1
Highest occupied orbital energy (alpha / beta): -11.02 / -11.02 eV
Relative energy (zero: lowest compared OMol25 entry of this formula, charge and spin): 181.70 kJ/mol
Molar mass: 1016.53 g mol⁻¹
Spin multiplicity: 2
Largest force on an atom: 0.0172 hartree/bohr

Charges computed using Löwdin, reported in e:
1 Ta 1.733
2 C -0.049
3 C -0.304
4 C 0.021
5 C -0.036
6 N 0.023
7 N -0.086
8 B -0.686
9 N -0.026
10 C -0.107
11 C -0.015
12 C -0.351
13 C -0.032
14 N 0.136
15 N 0.031
16 C -0.038
17 C 0.022
18 C -0.323
19 C -0.049
20 N -0.051
21 N -0.041
22 C -0.080
23 C -0.011
24 C -0.346
25 C -0.034
26 N 0.133
27 H 0.098
28 H 0.036
29 H 0.071
30 H 0.123
31 H 0.135
32 H 0.115
33 H 0.105
34 H 0.082
35 H 0.075
36 H 0.074
37 H 0.141
38 H 0.120
39 H 0.101
40 H 0.087
41 H 0.009
42 H 0.125
43 H 0.104
44 H 0.079
45 H 0.077
46 H 0.075
47 Cl 0.804
48 C -0.655
49 C -0.685
50 Cl 0.769
51 C -0.546
52 Cl 0.848
53 C -0.420
54 O -0.123
55 C -0.586
56 Cl 0.813
57 C -0.693
58 Cl 0.754
59 N -0.027
60 N 0.052
61 C -0.650
62 O 0.125
63 O -0.286
64 H 0.104
65 H 0.067
66 H 0.163
67 Cl 0.779
68 C -0.552
69 C -0.083
70 C -0.056
71 C -0.090
72 C -0.585
73 Cl 0.740
74 C -0.405
75 N -0.183
76 H 0.115
77 H 0.117
78 H 0.113